(1)
C18H17N6O12SW | ωB97M-V with the def2-TZVPD basis set

Kohn-Sham gap: 7.6 eV
net charge: +1
ΔE to the lowest compared entry with this formula, charge and spin: 2.3 kcal per mole

Cartesian coordinates (Å):
W: -1.0767 0.3548 -0.9573
O: 2.9833 4.7191 0.6665
C: 2.0782 3.7977 0.3648
C: 0.7766 3.7985 0.8893
C: -0.0691 2.7917 0.5061
N: 0.3195 1.8351 -0.3337
C: 1.5489 1.8329 -0.8571
C: 2.4686 2.7915 -0.5329
C: 1.7333 0.6980 -1.8247
O: 2.7465 0.4556 -2.3973
O: 0.5815 0.0202 -1.9692
C: -1.4985 2.6042 0.9327
O: -2.0616 3.3031 1.7155
O: -2.0290 1.5322 0.3340
H: 2.6390 5.3830 1.2783
H: 0.4232 4.5587 1.5743
H: 3.4582 2.7779 -0.9678
C: -2.7287 -3.8402 3.7232
C: -2.1404 -4.0085 2.3363
N: -1.5182 -2.7394 1.9277
C: -0.8172 -2.4477 0.8592
S: 0.0369 -0.9001 0.8647
N: -0.6173 -3.2314 -0.1887
C: -1.3728 -4.4122 -0.6425
C: -2.7208 -4.0325 -1.2323
H: -3.1823 -4.7760 4.0434
H: -3.5038 -3.0742 3.7192
H: -1.9577 -3.5753 4.4478
H: -2.9227 -4.2738 1.6265
H: -1.3730 -4.7830 2.3365
H: -1.6483 -1.9665 2.5643
H: 0.0385 -2.8537 -0.8561
H: -1.4756 -5.1207 0.1728
H: -0.7423 -4.8878 -1.3914
H: -3.3537 -3.5601 -0.4807
H: -3.2245 -4.9262 -1.5998
H: -2.5986 -3.3378 -2.0643
O: -8.4105 1.0863 -1.8775
N: -7.3580 1.4124 -2.3768
O: -7.2118 2.2031 -3.2835
C: -6.1355 0.7851 -1.8409
C: -4.9138 1.1224 -2.4011
C: -3.8189 0.5108 -1.8553
C: -3.8332 -0.3872 -0.7679
O: -2.6580 -0.7899 -0.3181
C: -5.1055 -0.7058 -0.2754
C: -6.2439 -0.1217 -0.8089
N: -5.2890 -1.6442 0.8372
O: -4.2935 -1.9839 1.4532
O: -6.4110 -2.0237 1.0716
N: -2.4678 0.6830 -2.2929
O: -1.7103 1.7944 -2.2938
O: -1.7623 -0.3781 -2.7638
H: -4.8466 1.8239 -3.2208
H: -7.2136 -0.3701 -0.4017

Atomic forces in eV per Å
W -0.16 -0.03 0.37
O 0.00 0.00 0.00
C -0.01 0.00 0.00
C 0.00 0.01 0.01
C 0.00 -0.02 0.00
N 0.03 -0.06 -0.04
C 0.01 0.01 0.00
C 0.00 0.00 0.00
C 0.00 -0.05 -0.01
O 0.02 -0.05 0.05
O -0.04 0.07 -0.17
C 0.04 0.01 0.03
O -0.01 0.02 -0.04
O 0.06 -0.09 -0.09
H 0.00 0.00 0.00
H 0.00 0.00 0.00
H 0.00 0.00 0.00
C 0.00 0.00 0.01
C 0.00 0.01 0.00
N 0.03 -0.01 0.01
C -0.02 0.04 -0.04
S -0.08 0.06 -0.06
N 0.01 -0.01 -0.01
C -0.01 0.00 0.00
C 0.01 0.00 0.00
H 0.00 0.00 0.00
H 0.00 0.00 0.00
H 0.00 0.00 0.00
H -0.01 0.00 0.00
H 0.00 0.00 -0.02
H -0.02 0.01 -0.01
H 0.01 0.00 0.00
H 0.00 0.00 0.00
H 0.00 0.00 0.00
H -0.01 0.01 0.01
H 0.00 0.00 0.00
H 0.00 0.00 0.00
O 0.03 0.01 0.01
N -0.03 -0.04 -0.04
O 0.01 0.00 0.03
C -0.01 -0.01 0.03
C 0.02 0.00 -0.04
C -0.03 -0.04 0.01
C -0.03 0.13 -0.03
O 0.08 -0.02 -0.05
C 0.06 -0.12 0.00
C -0.01 0.01 -0.03
N 0.01 0.01 0.03
O 0.01 -0.03 -0.02
O 0.00 0.01 0.00
N 0.00 0.09 0.05
O -0.05 0.05 -0.13
O 0.11 0.01 0.17
H -0.01 0.00 0.00
H 0.00 0.01 0.00

---

(2)
C18H18BF4FeN8S | ωB97M-V with the def2-TZVPD basis set

Kohn-Sham gap (alpha / beta): 7.9 / 7.8 eV
net charge: +1
multiplicity: 5
ΔE to the lowest compared entry with this formula, charge and spin: 0.0 kcal per mole

Cartesian coordinates (Å):
Fe: 0.2567 0.5689 -0.0205
N: 1.8028 -0.2860 3.9809
C: 1.3859 0.3942 2.9188
N: 0.4629 -0.0064 2.0960
C: -0.1161 -1.2564 2.2991
N: -1.0806 -1.6631 1.5411
N: -1.3242 -0.6693 0.6149
C: -2.5067 -0.4318 0.2247
C: -2.6636 0.8284 -0.5368
C: -3.8599 1.1867 -1.1305
C: -3.9629 2.4415 -1.7143
C: -2.8687 3.2871 -1.6810
C: -1.6964 2.8369 -1.0923
N: -1.5890 1.6401 -0.5267
C: 0.3657 -2.0945 3.3938
C: -0.1274 -3.3808 3.6314
C: 0.3343 -4.1071 4.7065
C: 1.2907 -3.5586 5.5658
C: 1.7903 -2.2924 5.3472
C: 1.3235 -1.5702 4.2533
H: 2.5601 0.0898 4.5323
H: 1.8701 1.3448 2.7369
H: -3.3634 -1.0284 0.5265
H: -4.6931 0.4989 -1.1232
H: -4.8873 2.7533 -2.1801
H: -2.9105 4.2799 -2.1032
H: -0.8122 3.4596 -1.0744
H: -0.8723 -3.7819 2.9602
H: -0.0450 -5.1016 4.8898
H: 1.6429 -4.1292 6.4133
H: 2.5358 -1.8665 6.0049
F: 3.8428 0.1927 -0.8411
B: 3.0819 0.1479 0.2754
F: 2.1671 1.3157 0.2843
F: 3.7604 0.1462 1.4599
F: 2.1665 -0.9533 0.2344
C: -0.4461 3.0623 -4.6691
C: 0.2501 1.7952 -5.1423
C: 0.4302 0.7901 -4.0510
N: 0.0901 0.9601 -2.8297
N: 0.3860 -0.1277 -2.0220
C: 0.9840 -1.0924 -2.6880
N: 1.3675 -2.2535 -2.1400
S: 1.1719 -0.7529 -4.3631
H: -0.5411 3.7620 -5.4965
H: 0.1191 3.5454 -3.8739
H: -1.4426 2.8398 -4.2890
H: 1.2351 2.0294 -5.5538
H: -0.3153 1.3272 -5.9522
H: 1.4741 -2.2584 -1.1354
H: 1.9759 -2.8617 -2.6610

Atomic forces in eV per Å
Fe -0.22 -0.32 0.11
N -0.01 -0.01 0.00
C 0.19 0.10 0.17
N 0.14 0.00 0.28
C 0.20 -0.23 0.26
N -0.16 0.26 -0.29
N -0.46 -0.44 -0.06
C 0.13 0.21 -0.04
C -0.11 -0.18 0.08
C 0.07 0.01 0.03
C 0.04 0.03 -0.01
C -0.02 -0.03 0.02
C -0.01 0.05 -0.04
N 0.00 0.08 -0.07
C -0.13 0.03 -0.01
C 0.03 0.02 0.00
C 0.04 0.04 0.00
C -0.03 0.01 -0.03
C -0.02 -0.05 -0.07
C 0.08 0.10 0.05
H -0.05 -0.01 -0.03
H -0.01 -0.02 0.00
H 0.00 -0.01 -0.01
H -0.03 -0.02 0.01
H -0.02 0.01 0.00
H 0.00 0.02 -0.03
H 0.03 0.00 -0.01
H -0.03 -0.01 -0.01
H -0.01 -0.03 0.01
H 0.01 -0.02 0.01
H 0.02 0.02 0.03
F 0.10 -0.01 -0.19
B 0.05 -0.01 -0.03
F -0.07 0.32 -0.12
F 0.11 0.02 0.20
F -0.10 -0.15 -0.12
C -0.02 -0.01 -0.01
C -0.03 0.01 0.00
C -0.02 0.14 -0.14
N 0.03 -0.07 0.03
N 0.28 0.39 -0.30
C -0.09 -0.15 0.26
N -0.03 -0.10 0.09
S 0.03 -0.03 -0.04
H 0.00 0.02 -0.02
H 0.03 0.01 0.02
H -0.01 -0.01 0.00
H 0.00 0.01 -0.01
H 0.00 0.01 -0.01
H 0.09 -0.02 -0.02
H -0.01 0.02 0.03

---

(3)
C18H18BF4N3O3 | ωB97M-V with the def2-TZVPD basis set

Kohn-Sham gap: 8.6 eV
SMILES string: OB(O)Oc1cnc2ccc(CCC(F)(F)F)c(CCF)c2n1.c1ccncc1

Cartesian coordinates (Å):
O: -1.4466 2.2585 4.4012
B: -1.4385 3.3476 3.5537
O: -2.3449 4.3865 3.6572
O: -0.4073 3.4543 2.6109
C: -0.3305 2.3660 1.7847
C: -1.3343 2.2103 0.8021
N: -1.3645 1.2204 -0.0358
C: -0.3209 0.3469 0.0758
C: -0.2452 -0.7491 -0.8023
C: 0.7959 -1.6383 -0.7422
C: 1.8260 -1.4849 0.2187
C: 2.9536 -2.5017 0.1479
C: 4.2552 -1.9317 -0.4456
C: 4.0758 -1.1805 -1.7366
F: 5.2588 -1.1376 -2.3973
F: 3.2063 -1.7586 -2.5680
F: 3.7084 0.0906 -1.5592
C: 1.7737 -0.4258 1.1147
C: 2.8311 -0.1765 2.1609
C: 3.1095 -1.3428 3.1129
F: 4.4198 -1.7931 2.9550
C: 0.6920 0.5054 1.0389
N: 0.6580 1.5487 1.9207
H: -2.2553 1.7500 4.2868
H: -3.1848 4.1422 3.2591
H: -2.1167 2.9567 0.7436
H: -1.0091 -0.8620 -1.5568
H: 0.8246 -2.4422 -1.4587
H: 3.1759 -2.9473 1.1076
H: 2.6077 -3.3077 -0.4912
H: 4.7079 -1.2610 0.2727
H: 4.9262 -2.7552 -0.6606
H: 3.7696 0.0465 1.6590
H: 2.6036 0.6917 2.7612
H: 2.4308 -2.1786 2.9821
H: 3.0489 -0.9943 4.1393
N: -3.1400 -0.6036 -3.0550
C: -4.2994 -1.2511 -2.9581
C: -5.5336 -0.6543 -3.1638
C: -5.5664 0.6929 -3.4848
C: -4.3698 1.3828 -3.5873
C: -3.1896 0.6901 -3.3646
H: -4.2293 -2.3027 -2.7019
H: -6.4434 -1.2316 -3.0740
H: -6.5096 1.1969 -3.6525
H: -4.3488 2.4351 -3.8347
H: -2.2310 1.1921 -3.4357

Atomic forces in eV per Å
O -0.16 -0.19 -0.91
B 0.60 0.49 0.31
O 0.07 -0.38 -0.31
O -0.72 -0.14 0.12
C 0.90 -0.04 0.42
C -0.54 0.20 -0.23
N 0.40 0.00 0.22
C 0.06 -0.45 -0.25
C 0.10 -0.33 -0.38
C -0.44 0.82 0.40
C -0.11 0.03 0.16
C -0.15 0.50 -0.40
C -0.63 -0.28 0.31
C 0.87 -0.11 0.02
F 0.05 0.05 -0.06
F -0.37 -0.13 -0.20
F -0.35 0.28 0.05
C -0.09 -0.04 -0.03
C 0.24 -0.55 -0.09
C 0.06 0.56 0.21
F 0.12 -0.30 -0.19
C 0.27 -0.13 0.17
N -0.15 0.00 -0.22
H -0.11 -0.04 0.60
H -0.24 0.31 0.18
H -0.12 0.09 -0.04
H -0.22 0.03 -0.05
H 0.12 -0.18 -0.03
H 0.14 0.01 0.23
H 0.00 -0.16 -0.08
H 0.35 0.09 -0.01
H 0.24 -0.06 0.08
H 0.21 0.06 -0.02
H -0.26 0.22 -0.12
H -0.06 -0.18 -0.09
H -0.11 -0.05 0.18
N -0.07 0.02 0.00
C 0.08 -0.06 0.02
C 0.01 0.02 0.00
C -0.04 0.03 0.00
C -0.03 -0.03 0.00
C 0.13 -0.02 0.02
H -0.05 -0.01 -0.01
H 0.01 -0.02 0.01
H 0.00 0.00 0.00
H 0.02 0.00 0.00
H -0.02 0.05 0.02